# 1
{
  "formula": "C26H46N14O16",
  "method": "wB97M-V/def2-TZVPD",
  "e_tot_ev": -81341.5847,
  "homo_ev": -3.79,
  "e_above_lowest_kcal_mol": 0.0,
  "total_charge": -2,
  "symbols": ["C", "O", "O", "O", "C", "C", "C", "C", "C", "C", "O", "O", "H", "H", "H", "H", "H", "H", "C", "C", "C", "C", "C", "C", "O", "O", "H", "H", "H", "H", "H", "H", "C", "C", "C", "C", "C", "C", "O", "O", "H", "H", "H", "H", "H", "H", "C", "O", "N", "N", "H", "H", "H", "H", "C", "O", "N", "N", "H", "H", "H", "H", "C", "O", "N", "N", "H", "H", "H", "H", "C", "O", "N", "N", "H", "H", "H", "H", "C", "O", "N", "N", "H", "H", "H", "H", "C", "O", "N", "N", "H", "H", "H", "H", "C", "O", "N", "N", "H", "H", "H", "H"],
  "coordinates": [[-0.99305, 0.04237, -0.10040], [-0.01598, 0.87067, -0.34519], [-1.07377, -0.49740, 1.06437], [-1.85780, -0.19495, -1.01550], [2.45994, 0.82812, 5.53457], [1.74789, -0.22620, 4.97234], [1.26972, -0.11185, 3.67598], [1.43824, 1.01947, 2.89522], [2.09526, 2.07047, 3.52857], [2.56274, 2.05384, 4.84396], [3.39720, 2.99072, 5.38861], [0.41427, -1.08636, 3.22538], [3.14839, 0.74829, 6.36800], [1.61979, -1.18703, 5.45156], [0.93768, 1.13745, 1.94786], [2.22521, 3.00645, 2.98485], [3.29448, 3.75831, 4.80530], [-0.01294, -0.85069, 2.36352], [2.60707, -1.36548, -5.34319], [2.75303, -0.68710, -4.13002], [1.67811, -0.65047, -3.22847], [0.45400, -1.17410, -3.66788], [0.22260, -1.63984, -4.97257], [1.36950, -1.83476, -5.73475], [1.30990, -2.48634, -6.93572], [1.81804, -0.12618, -2.00409], [3.53747, -1.54362, -5.86642], [3.69673, -0.19407, -3.93670], [-0.32175, -1.11698, -2.90898], [-0.75474, -1.88516, -5.36021], [2.09862, -2.75661, -7.39570], [1.07079, 0.21341, -1.44761], [4.97952, 4.22805, 0.98690], [3.69455, 4.26913, 0.50773], [3.06851, 3.06287, 0.18497], [3.76399, 1.86303, 0.25167], [5.03345, 1.84587, 0.83666], [5.69347, 3.04435, 1.15886], [6.79027, 2.99849, 1.97237], [1.84317, 3.06158, -0.39388], [5.53986, 5.15098, 1.10767], [3.15484, 5.17411, 0.26535], [3.28451, 0.94462, -0.05895], [5.54070, 0.88929, 0.90340], [6.99578, 2.12103, 2.29444], [1.29979, 2.27850, -0.21785], [2.92223, -3.00285, 0.09322], [3.56467, -3.09325, 1.15012], [1.75021, -2.26952, 0.05659], [3.21820, -3.69563, -1.01142], [1.64995, -1.91451, -0.88907], [1.73648, -1.61922, 0.83074], [2.60182, -3.60872, -1.80199], [3.82954, -4.48646, -0.94118], [-1.22344, 3.06985, 2.71038], [-1.36499, 4.10683, 3.38056], [-0.83609, 3.13464, 1.41193], [-1.60778, 1.83244, 3.11227], [-0.53502, 2.28558, 0.94790], [-0.70880, 4.04297, 1.01174], [-1.38406, 1.17619, 2.37536], [-1.92387, 1.46087, 3.98371], [-1.71842, 2.78426, -3.08232], [-2.28151, 3.43856, -3.97453], [-0.85434, 1.80118, -3.39480], [-1.90274, 3.00965, -1.75176], [-0.56185, 1.10113, -2.73040], [-0.74258, 1.55189, -4.35963], [-2.67018, 3.62460, -1.55847], [-1.42414, 2.41323, -1.09164], [-3.77613, -1.62778, 3.49387], [-4.79322, -1.80795, 4.15040], [-2.50934, -2.12954, 3.71412], [-3.74687, -0.83778, 2.36597], [-2.38053, -3.12430, 3.82380], [-1.76574, -1.82109, 3.11120], [-2.78655, -0.66774, 2.08877], [-4.56148, -0.39832, 1.97975], [-3.29104, -1.96139, -3.71031], [-3.73922, -2.70308, -4.59824], [-3.11294, -0.62121, -3.83933], [-3.14484, -2.42210, -2.43825], [-3.34669, 0.01122, -4.57708], [-2.79462, -0.19847, -2.97326], [-3.26033, -3.40131, -2.26308], [-2.72025, -1.79113, -1.77190], [-5.48738, 0.43126, 0.12269], [-6.64248, 0.66383, 0.49142], [-5.14702, -0.78058, -0.37074], [-4.45485, 1.30888, 0.17165], [-5.77829, -1.54778, -0.49815], [-4.29232, -0.93120, -0.88498], [-4.57402, 2.25033, 0.49437], [-3.51669, 1.06173, -0.11314], [-1.81312, -4.50113, 0.50097], [-2.35899, -5.57371, 0.78309], [-0.59163, -4.39865, -0.08822], [-2.36958, -3.31200, 0.80309], [0.00455, -5.20066, -0.13472], [-0.35052, -3.54717, -0.55913], [-1.96558, -2.38217, 0.74888], [-3.34457, -3.23902, 1.04313]]
}

=====

# 2
{
  "formula": "C16H14N4O2S2",
  "method": "wB97M-V/def2-TZVPD",
  "e_tot_ev": -48546.1540,
  "homo_ev": -8.28,
  "smiles": "Cc1cc(=O)[nH]c(SCC(=O)Nc2nc(-c3ccccc3)cs2)n1",
  "e_above_lowest_kcal_mol": 13.0,
  "symbols": ["C", "C", "C", "C", "O", "N", "C", "S", "C", "C", "O", "N", "C", "N", "C", "C", "C", "C", "C", "C", "C", "C", "S", "N", "H", "H", "H", "H", "H", "H", "H", "H", "H", "H", "H", "H", "H", "H"],
  "coordinates": [[4.24095, -0.26281, -1.14794], [3.21619, 0.70916, -0.66564], [3.01325, 1.93178, -1.22524], [1.99444, 2.82027, -0.73201], [1.70339, 3.92099, -1.13995], [1.28193, 2.27446, 0.35977], [1.54684, 1.04952, 0.85362], [0.58068, 0.49107, 2.18358], [1.17553, -1.21885, 2.41008], [2.12372, -1.80091, 1.38040], [3.24785, -2.13289, 1.66692], [1.57133, -2.22862, 0.18361], [0.42644, -1.80304, -0.42362], [-0.58333, -1.25221, 0.13733], [-1.57012, -0.92639, -0.75367], [-2.78483, -0.28587, -0.26567], [-2.91960, -0.02333, 1.09764], [-4.06040, 0.58349, 1.58562], [-5.08564, 0.93629, 0.72380], [-4.96091, 0.67936, -0.63204], [-3.82167, 0.07421, -1.12646], [-1.28071, -1.26030, -2.04610], [0.27081, -1.99537, -2.17417], [2.46694, 0.27572, 0.38501], [5.11337, 0.25729, -1.53278], [4.52770, -0.92138, -0.33183], [3.82203, -0.86693, -1.95330], [3.60486, 2.27599, -2.05724], [0.54532, 2.84454, 0.75932], [1.68743, -1.24274, 3.37296], [0.27097, -1.82770, 2.44088], [2.24856, -2.67605, -0.42299], [-2.11752, -0.29719, 1.76387], [-4.15006, 0.78183, 2.64344], [-5.97816, 1.40966, 1.10500], [-5.75715, 0.95305, -1.30866], [-3.73948, -0.11777, -2.18510], [-1.87094, -1.12835, -2.92842]]
}

=====

# 3
{
  "formula": "C20H19AlF2N5O8",
  "method": "wB97M-V/def2-TZVPD",
  "e_tot_ev": -56906.7166,
  "homo_ev": -5.63,
  "total_charge": -1,
  "symbols": ["N", "Al", "N", "C", "O", "F", "C", "O", "F", "H", "H", "H", "H", "C", "C", "C", "C", "C", "C", "N", "O", "O", "H", "H", "H", "H", "H", "C", "C", "C", "C", "C", "C", "N", "O", "O", "H", "H", "H", "H", "H", "C", "C", "C", "C", "C", "C", "N", "O", "O", "H", "H", "H", "H", "H"],
  "coordinates": [[2.24021, 0.74022, -5.93675], [1.29799, -0.27757, -4.69362], [2.57564, -0.64910, -3.15150], [2.53018, 0.36670, -2.21549], [1.73832, 0.71154, -1.40613], [3.67802, 1.11077, -2.33077], [2.54514, -1.91682, -2.65441], [2.85416, -2.94346, -3.17400], [2.13060, -1.93406, -1.33371], [2.94899, 0.14714, -6.36775], [2.79096, 1.45755, -5.46620], [0.15653, 0.56238, -3.98348], [0.81663, -1.67405, -5.31156], [3.03814, -0.30015, 1.39348], [3.93190, 0.00500, 2.41210], [3.78625, -0.56031, 3.66902], [2.73033, -1.43008, 3.87316], [1.82623, -1.74861, 2.87583], [1.98459, -1.17600, 1.62348], [2.56398, -2.04005, 5.20402], [3.35691, -1.73145, 6.07497], [1.64113, -2.81612, 5.36479], [3.15411, 0.14759, 0.41441], [4.74977, 0.68817, 2.22537], [4.46757, -0.33739, 4.47592], [1.01513, -2.43175, 3.08313], [1.29300, -1.41686, 0.82620], [-3.25906, -2.70990, 3.24560], [-2.34140, -1.73237, 2.88387], [-1.75736, -1.75626, 1.62686], [-2.11088, -2.77037, 0.75686], [-3.01987, -3.75428, 1.09144], [-3.59648, -3.71755, 2.35187], [-1.48178, -2.80074, -0.58655], [-0.66401, -1.94004, -0.82149], [-1.82202, -3.68802, -1.34289], [-3.71266, -2.68599, 4.22787], [-2.07709, -0.94762, 3.58010], [-1.04233, -1.00790, 1.31739], [-3.26020, -4.52655, 0.37621], [-4.30974, -4.48005, 2.63529], [-2.30285, 4.98722, 0.49246], [-1.21034, 4.27180, 0.02012], [-1.26315, 3.65304, -1.21960], [-2.42507, 3.77242, -1.95935], [-3.52926, 4.47000, -1.51079], [-3.46008, 5.08399, -0.26981], [-2.47661, 3.10896, -3.28518], [-1.47722, 2.52710, -3.62896], [-3.51583, 3.19259, -3.91723], [-2.25386, 5.46900, 1.46057], [-0.31196, 4.18858, 0.61688], [-0.43412, 3.07727, -1.60743], [-4.41472, 4.52502, -2.12627], [-4.31247, 5.63742, 0.10165]]
}

=====

# 4
{
  "formula": "C10H11NO",
  "method": "wB97M-V/def2-TZVPD",
  "e_tot_ev": -14083.8632,
  "homo_ev": -8.68,
  "smiles": "N[C@@H]1C[C@H]2O[C@@H]1c1ccccc12",
  "e_above_lowest_kcal_mol": 62.8,
  "symbols": ["N", "C", "C", "C", "O", "C", "C", "C", "C", "C", "C", "C", "H", "H", "H", "H", "H", "H", "H", "H", "H", "H", "H"],
  "coordinates": [[1.75184, -1.38561, 0.40562], [0.30162, -1.79918, 0.60382], [-0.50774, -1.78493, -0.77631], [-1.57790, -0.67520, -0.35979], [-1.77658, -0.98812, 1.01838], [-0.46542, -0.71778, 1.43865], [-0.09979, 0.57803, 0.72877], [0.85497, 1.60229, 0.92705], [0.77136, 2.59885, -0.03903], [-0.11999, 2.67999, -1.09731], [-0.77046, 1.44926, -1.44658], [-0.92789, 0.56366, -0.39548], [2.30521, -1.45551, 1.31257], [2.17817, -2.22027, -0.01284], [0.19536, -2.75733, 1.08648], [-0.00476, -1.48120, -1.62867], [-1.02106, -2.78971, -0.88395], [-2.57177, -0.81127, -0.91362], [-0.24512, -0.70718, 2.56852], [1.53046, 1.73830, 1.82488], [1.56442, 3.40836, -0.15613], [-0.05508, 3.51995, -1.87656], [-1.30982, 1.43460, -2.32846]]
}

=====

Number 1: F_max 3.6 eV/Å, Kohn-Sham gap 7.293 eV. Number 2: F_max 1.2 eV/Å, Kohn-Sham gap 8.662 eV. Number 3: F_max 0.8 eV/Å, Kohn-Sham gap 7.054 eV. Number 4: F_max 5.9 eV/Å, Kohn-Sham gap 9.605 eV.